Model P:
{
  "formula": "C6H14N2",
  "method": "ωB97M-V/def2-TZVPD",
  "symbols": ["H", "H", "H", "H", "H", "H", "H", "C", "H", "C", "C", "C", "H", "H", "H", "H", "H", "C", "N", "H", "C", "N"],
  "xyz": [[1.0745, -1.7618, 0.5201], [-1.2931, -2.2802, -0.3235], [3.1073, 0.3126, 0.3566], [-2.7307, -1.8266, -1.2565], [-0.1298, -1.1211, 1.6547], [1.1315, 1.4523, 2.0977], [-2.3492, 1.6482, -0.0374], [-1.4570, -0.1634, -0.6939], [-1.1473, -1.8168, -2.0271], [-2.4877, 0.6246, -0.3704], [0.7938, 0.3875, 0.3849], [0.8342, -0.9195, 1.1749], [2.4714, 0.0018, -1.2331], [1.5832, -0.8770, 1.9737], [-3.5090, 0.2504, -0.3448], [0.5979, 2.3708, 0.7973], [2.4386, 1.6481, -0.5828], [2.3023, 0.5926, -0.3282], [0.5393, 1.4788, 1.2747], [-0.0953, 1.2754, -1.1458], [-1.6706, -1.5986, -1.0900], [-0.0042, 0.3220, -0.8011]],
  "mulliken_charge": [0.35, 0.23, 0.35, 0.40, 0.40, 0.24, 0.27, 0.53, 0.28, -1.01, 1.15, -1.82, 0.35, 0.48, 0.30, 0.25, 0.36, -1.40, -0.60, 0.36, -1.13, -0.33],
  "homo_lumo_gap_ev": 9.89,
  "homo_ev": -8.89,
  "smiles": "C=C(C)NC(C)(C)N",
  "charge": 0
}

---

Model Q:
{
  "formula": "C6H14N2",
  "method": "ωB97M-V/def2-TZVPD",
  "symbols": ["H", "H", "H", "H", "C", "H", "N", "H", "C", "H", "H", "N", "C", "H", "H", "H", "C", "C", "H", "H", "H", "C"],
  "xyz": [[0.3068, 1.1730, -2.0653], [-1.3549, 2.0036, 0.7793], [1.7252, 1.1776, 1.5287], [-0.3219, -1.6383, -1.0226], [0.8301, -1.3669, 1.3832], [1.3063, -0.2212, -2.4991], [-1.9045, -0.6815, 0.7993], [-2.7656, -0.6990, 0.2621], [1.5653, 0.8802, 0.4934], [-0.3905, -0.1640, -2.9810], [-2.1122, -0.3267, 1.7273], [-1.1949, 1.5106, -0.0932], [-0.0819, -0.5879, -0.9049], [2.5156, 0.5393, 0.0859], [0.9088, -0.9957, 2.4040], [1.7721, -1.8454, 1.1198], [0.5416, -0.2304, 0.4269], [-0.9017, 0.1208, 0.1450], [1.2300, 1.7470, -0.0655], [0.0334, -2.1035, 1.3447], [-2.0183, 1.6134, -0.6780], [0.3113, 0.0950, -2.1899]],
  "mulliken_charge": [0.35, 0.23, 0.44, 0.51, -1.60, 0.34, -0.54, 0.25, -1.72, 0.39, 0.24, -0.51, -0.39, 0.32, 0.35, 0.36, 1.44, 0.05, 0.41, 0.44, 0.24, -1.60],
  "homo_lumo_gap_ev": 9.85,
  "homo_ev": -8.93,
  "smiles": "C[C@H]1C(C)(C)C1(N)N",
  "charge": 0
}

---

Stability ranking, top entry: model Q; the second entry is 66.2 kJ/mol less favorable.

---

Model P:
{
  "formula": "C6H14N2",
  "method": "ωB97M-V/def2-TZVPD",
  "symbols": ["H", "C", "H", "C", "N", "H", "H", "H", "H", "C", "H", "H", "N", "C", "H", "H", "C", "H", "H", "C", "H", "H"],
  "xyz": [[0.2642, -2.3208, -1.2098], [0.3040, -0.0605, 1.3870], [1.1486, -0.6334, 3.0266], [1.0255, -2.1621, -0.4377], [0.4351, -0.9257, 2.3606], [-3.4867, 1.8981, -0.8584], [-0.2647, 1.7960, -1.4099], [0.7076, 0.9629, 1.4355], [-0.6976, -0.0640, 0.9044], [-2.5963, 1.7927, -0.2298], [0.2794, 0.1239, -1.0031], [-2.9472, 1.5689, 0.7804], [-0.5990, 0.8374, -1.3514], [1.2867, -0.7027, -0.2183], [1.9276, -2.7005, -0.7426], [2.6330, 0.9330, -0.2488], [-1.7385, 0.6878, -0.7355], [3.3710, -0.7052, -0.6473], [0.6517, -2.6138, 0.4838], [2.4813, -0.1327, -0.3939], [-2.0638, 2.7461, -0.2160], [-2.1217, -0.3254, -0.6760]],
  "mulliken_charge": [0.26, -0.19, 0.21, -1.20, -0.74, 0.33, 0.28, 0.33, 0.19, -1.03, 0.04, 0.30, -0.36, 0.37, 0.37, 0.24, -0.01, 0.27, 0.30, -0.75, 0.35, 0.45],
  "homo_lumo_gap_ev": [6.82, 6.83],
  "homo_ev": [-6.90, -6.90],
  "charge": 0
}

---

Model Q:
{
  "formula": "C6H14N2",
  "method": "ωB97M-V/def2-TZVPD",
  "symbols": ["H", "H", "H", "N", "H", "C", "C", "H", "N", "H", "H", "H", "C", "H", "H", "C", "H", "H", "H", "H", "C", "C"],
  "xyz": [[2.6586, -0.8463, -1.5722], [-0.7077, 2.3170, 0.1198], [-1.9409, -1.0476, -2.4768], [-0.1941, -0.3715, -1.5068], [3.0428, -0.5613, 0.1298], [0.0765, 1.8427, 0.7117], [2.2893, -0.4072, -0.6468], [-1.7902, -0.3391, 2.3649], [-1.3184, 0.5258, 2.1509], [-1.5738, -1.8297, -0.9423], [-0.1608, 0.5103, -2.0170], [-1.8993, 1.3478, 2.1934], [0.9854, -1.0644, -0.2580], [1.0142, -2.1459, -0.4030], [0.9903, 1.8210, 0.1321], [-1.5463, -0.8697, -1.4694], [0.2658, 2.4683, 1.5882], [-0.0442, -1.5555, 1.5408], [2.1602, 0.6548, -0.8329], [-2.2543, -0.2165, -0.9265], [-0.3562, 0.4785, 1.1662], [0.3032, -0.7114, 0.9540]],
  "mulliken_charge": [0.37, 0.32, 0.34, -0.42, 0.32, -1.36, -1.29, 0.23, -0.55, 0.26, 0.19, 0.23, 0.15, 0.33, 0.22, -0.84, 0.44, 0.23, 0.27, 0.21, 1.22, -0.85],
  "homo_lumo_gap_ev": 7.95,
  "homo_ev": -6.95,
  "charge": 0
}

---

Stability ranking, top entry: model Q; the second entry is 253.8 kJ/mol less favorable.

---

Model P:
{
  "formula": "C6H14N2",
  "method": "ωB97M-V/def2-TZVPD",
  "symbols": ["C", "C", "C", "C", "H", "H", "C", "H", "N", "H", "H", "H", "H", "C", "H", "H", "H", "H", "H", "H", "H", "N"],
  "xyz": [[-1.7018, 1.0308, -0.9365], [0.0784, -2.0446, -2.5464], [0.4547, 0.2910, 2.3984], [1.5240, 0.8652, 1.8682], [2.0387, 0.4618, 0.9984], [-0.1688, -2.2978, -3.5797], [-0.6754, 0.0908, -1.5030], [-0.3349, -0.8861, 0.9152], [-0.2075, -0.8376, 1.9168], [-1.0853, -1.0168, 2.3763], [1.0827, -1.6211, -2.5306], [-1.5302, 1.2245, 0.1223], [3.0144, 1.8096, 2.8952], [-0.9460, -1.1227, -1.9651], [-1.9784, -1.4681, -1.9809], [-2.6877, 0.5936, -1.0819], [-1.6713, 1.9803, -1.4659], [2.2046, 2.7922, 1.8849], [0.0328, 0.7289, 3.2918], [0.1062, -2.9952, -2.0131], [0.3552, 0.4093, -1.5833], [2.0956, 2.0120, 2.5187]],
  "mulliken_charge": [-0.96, -1.19, -0.14, -0.27, 0.32, 0.35, -0.32, 0.18, -0.48, 0.27, 0.30, 0.22, 0.23, 0.14, 0.27, 0.29, 0.33, 0.23, 0.29, 0.30, 0.27, -0.60],
  "homo_lumo_gap_ev": 9.21,
  "homo_ev": -8.07,
  "smiles": "C/C=C/C.N/C=C/N",
  "charge": 0
}

---

Model Q:
{
  "formula": "C6H14N2",
  "method": "ωB97M-V/def2-TZVPD",
  "symbols": ["C", "H", "H", "H", "H", "H", "H", "C", "N", "C", "H", "H", "H", "C", "C", "H", "C", "H", "H", "N", "H", "H"],
  "xyz": [[-1.7000, -0.5127, -1.4055], [1.0530, 3.3397, 1.1013], [-2.0507, 0.3115, -0.7822], [-2.4150, -1.3311, -1.2980], [-1.0541, -1.1151, 1.0639], [0.0226, -1.7489, -1.6841], [-0.5342, 0.8143, 1.2318], [0.7981, 0.0771, -1.0546], [0.6206, 1.3166, -0.4272], [-0.3019, -0.9698, -0.9843], [1.2248, 0.2165, -2.0418], [-0.5743, -2.6538, 0.3554], [1.2100, 2.0571, -0.7891], [0.0909, 1.5496, 0.7648], [1.0897, -1.4089, 1.0660], [-0.2526, 3.0357, 2.1265], [-0.2888, -1.5991, 0.4474], [1.5965, -0.6861, 0.0150], [-1.7135, -0.1776, -2.4437], [0.4615, 2.6435, 1.5320], [1.1006, -0.8096, 1.9713], [1.6167, -2.3489, 1.2349]],
  "mulliken_charge": [-1.34, 0.19, 0.24, 0.38, 0.29, 0.35, 0.24, -0.99, -0.05, 0.42, 0.41, 0.48, 0.26, 0.00, -1.07, 0.24, -0.88, 0.36, 0.37, -0.44, 0.23, 0.32],
  "homo_lumo_gap_ev": [6.46, 6.46],
  "homo_ev": [-5.76, -5.76],
  "charge": 0
}

---

Model R:
{
  "formula": "C6H14N2",
  "method": "ωB97M-V/def2-TZVPD",
  "symbols": ["H", "H", "H", "H", "H", "H", "N", "H", "H", "H", "H", "N", "H", "C", "C", "H", "C", "C", "C", "C", "H", "H"],
  "xyz": [[-2.4554, -0.3398, -0.6697], [-1.1446, -0.4615, 2.5370], [2.4421, 1.8160, 0.1610], [0.8459, -2.0287, -0.7750], [0.6163, 2.2401, -2.0429], [-1.8022, 1.1651, -1.3345], [1.5115, 1.5564, 0.4716], [-0.4288, -2.0882, 2.6008], [0.4315, 0.5774, -2.6270], [1.0031, -2.7853, 0.6641], [0.9750, 2.3856, 0.7178], [0.3570, -2.2533, 0.0881], [1.1584, -0.4157, 0.6741], [-0.9175, -1.3546, 1.9532], [-0.4090, 0.0898, -0.1106], [-1.8657, -1.7975, 1.6270], [0.9703, 1.2096, -1.9164], [-0.0525, -1.0226, 0.7549], [0.8003, 0.7236, -0.4828], [-1.8023, 0.5109, -0.4580], [2.0278, 1.1979, -2.1985], [-2.2611, 1.0746, 0.3657]],
  "mulliken_charge": [0.34, 0.33, 0.26, 0.35, 0.29, 0.41, -0.58, 0.40, 0.36, 0.24, 0.23, -0.65, 0.19, -1.51, -0.02, 0.29, -1.62, 0.78, 0.57, -1.38, 0.44, 0.27],
  "homo_lumo_gap_ev": 8.35,
  "homo_ev": -7.58,
  "charge": 0
}

---

Model S:
{
  "formula": "C6H14N2",
  "method": "ωB97M-V/def2-TZVPD",
  "symbols": ["N", "C", "C", "H", "N", "H", "H", "H", "C", "H", "H", "H", "H", "C", "H", "H", "H", "H", "C", "H", "C", "H"],
  "xyz": [[1.0524, 2.2081, -1.0119], [-1.7441, -0.9701, 1.0027], [1.2696, 1.0393, -1.4398], [-0.6189, -3.2767, 0.5794], [0.4225, 0.2395, -2.1953], [-0.3007, 2.9557, -2.4294], [-2.3728, -1.7536, 0.5941], [1.0248, -2.5624, 0.4838], [0.4762, -0.2144, 1.7888], [0.3760, -3.0469, 2.0219], [1.2696, -0.0671, 1.0482], [-2.1720, 0.0052, 1.1911], [0.5997, -0.7499, -2.0946], [-0.4766, -1.2378, 1.2761], [-0.2932, 3.7701, -0.8342], [-0.5580, 0.4497, -2.0659], [1.0141, -0.5551, 2.6784], [2.2569, 0.6151, -1.2664], [-0.2377, 2.8147, -1.3499], [-1.0934, 2.2032, -1.0351], [0.0954, -2.6132, 1.0629], [0.0102, 0.7467, 1.9954]],
  "mulliken_charge": [-0.47, -1.04, -0.02, 0.35, -0.54, 0.37, 0.26, 0.28, -1.11, 0.33, 0.18, 0.30, 0.28, 1.07, 0.26, 0.24, 0.36, 0.49, -0.83, 0.20, -1.27, 0.30],
  "homo_lumo_gap_ev": 9.96,
  "homo_ev": -9.15,
  "smiles": "C/N=C\\N.C=C(C)C",
  "charge": 0
}

---

Stability ranking, top entry: model S; the second entry is 35.6 kJ/mol less favorable.